Density functional theory data (the ωB97M-V functional and the def2-TZVPD basis) for a molecular structure, C16H30BCaClCsF5LiN4O9PS at a distorted geometry.

Geometry as XYZ:
```
71
Properties=species:S:1:pos:R:3:forces:R:3
F 2.4618 2.7680 -4.0828 -0.018 0.069 -0.232
S -3.1965 -1.5752 -0.7789 0.997 2.386 -1.522
H -3.8806 2.7881 1.5958 0.329 -0.869 -0.209
H 0.9930 -2.7093 -1.1267 3.421 0.138 -1.995
O -3.4538 1.9120 1.7376 1.398 1.260 1.295
H 2.0417 -2.6614 2.4191 -0.397 -0.121 0.108
C -2.0593 1.9555 4.0383 -0.467 -0.073 -0.481
C 3.6717 3.1763 3.7961 0.813 -0.134 -0.211
H 2.9593 2.5758 -1.2370 -0.117 -0.033 -0.063
H 1.2960 1.4563 0.9715 -0.461 0.672 0.306
N 0.6387 1.6426 1.7398 -1.169 1.618 1.135
O -3.2254 -1.0049 -2.1130 -0.984 -0.914 1.097
O 3.6839 -0.6760 1.4055 -0.567 -0.573 -0.101
P -0.7120 2.6599 1.2555 0.359 -1.190 -1.814
H 1.3958 1.1636 3.6767 -0.016 1.547 -0.726
C 1.4422 -2.3186 1.5731 0.618 0.758 0.047
C -1.4392 6.0988 3.1293 0.985 2.441 2.529
C 2.2517 3.3575 -1.5189 -0.008 0.602 0.170
N -0.3191 5.1808 2.8991 -1.940 1.158 -1.451
C -0.3079 -5.0030 -5.5471 -0.092 -0.024 -0.127
Cl 1.5378 -0.9554 -5.4848 -0.053 0.458 -0.241
H -1.4638 0.9930 4.2425 -0.663 1.532 0.037
H 0.6297 -3.0285 1.3875 0.227 -0.395 0.440
H 0.3414 3.6754 -1.3615 0.084 -0.256 -0.001
O -0.2696 5.2380 0.5450 -0.397 -2.792 3.998
N 2.2965 -2.2001 0.4039 -0.311 -0.049 -0.421
B -2.1866 2.1292 2.4255 -1.241 0.100 0.995
H 2.0082 -4.0443 -0.5124 -0.245 -0.154 -0.301
F -5.0851 -1.9262 1.0961 0.255 -0.226 -1.116
H 1.5405 -5.4610 -6.5604 0.010 0.043 0.071
C 3.3747 -1.3512 0.4506 0.555 0.546 -0.108
F -5.8368 -2.1114 -0.9359 0.316 0.424 -0.267
H 2.2692 3.4863 -2.6142 0.342 -0.373 -0.274
H -1.5200 2.8983 4.4243 -0.578 -1.643 -0.363
H 3.9556 -1.3351 -0.4846 -0.120 -0.079 -0.044
C 2.8233 2.5039 2.6091 0.554 -0.287 0.361
H 1.0251 -1.3345 1.8120 -0.110 -0.040 0.199
O -1.3607 6.9072 4.0611 -1.088 -2.868 -3.664
H -0.5164 -2.6299 -3.1577 -0.390 0.523 0.163
Cs -7.5232 -4.0512 -1.0082 -1.863 -1.873 0.874
H 4.5422 2.4759 4.0710 -1.327 1.070 -0.294
F -2.5779 6.0780 2.2559 2.693 -0.671 1.870
H 3.3620 1.5201 2.3360 -0.969 1.549 0.276
O -2.3728 -0.8130 0.1586 -0.341 -1.463 -0.242
H -0.8966 -5.7353 -6.0881 0.023 0.065 0.062
C 1.3222 2.0984 2.9941 1.690 -1.381 0.401
H 2.7068 -2.7948 -1.5731 -0.362 0.055 -0.133
C -0.3941 4.5048 1.5699 0.616 2.846 -3.389
F -5.3706 -0.1673 -0.0932 0.653 -1.191 -0.630
C 1.9872 -2.9810 -0.7751 1.152 0.002 0.848
Li -5.7283 -2.8660 -2.5407 1.423 0.547 -1.620
H 0.7511 2.8787 3.5955 0.694 -0.834 -1.151
H -1.9520 -4.2917 -4.3462 0.032 -0.029 0.021
H 2.8892 3.1586 1.6699 -0.493 -0.830 1.330
H 2.8152 -3.7537 -5.2611 -0.099 0.054 -0.038
H 4.1701 4.1547 3.4396 -0.959 -1.470 0.664
Ca -0.5609 -2.7754 -0.5083 -3.966 -0.357 0.778
H -3.0969 1.8889 4.5145 1.468 -0.049 -0.485
O 0.9457 2.9690 -1.1007 -0.189 -0.194 0.431
H 2.5313 4.2960 -1.0250 0.151 0.056 0.187
O -1.9057 -7.1472 -0.8306 0.501 -0.058 0.112
C -0.8979 -4.2028 -4.5809 -0.156 0.049 0.018
H -2.2263 -6.2535 -0.7862 -0.553 0.873 -0.009
C -4.9335 -1.4313 -0.1471 0.172 2.263 2.833
H 3.0862 3.3678 4.7547 0.595 -0.173 -1.352
N 1.2058 -3.1187 -4.1537 -0.523 -1.024 0.591
C 1.7548 -3.9062 -5.0930 0.122 0.169 0.246
O -2.8975 -3.0127 -0.7694 -0.168 -0.150 0.366
H 0.5150 5.8071 2.8749 -0.728 -0.604 0.274
C -0.1017 -3.2826 -3.9209 1.051 -0.573 -0.245
C 1.0467 -4.8540 -5.8123 -0.174 0.139 0.189
```
Positions in Å, forces in eV/Å.

* relative energy (zero: lowest compared OMol25 entry of this formula, charge and spin): 4.644 eV
* frontier orbital gap: 0.0544 hartree
* LUMO: -3.9 eV

Results of the Mulliken charge analysis, in e, for atoms 1 through 6: -0.77, 1.31, 0.28, 0.44, -0.56, 0.32

Density functional theory data (the ωB97M-V functional and the def2-TZVPD basis) for a molecular structure, C16H30BN2O12Sr at a distorted geometry.

Geometry as XYZ:
```
62
Properties=species:S:1:pos:R:3:forces:R:3
H -13.6706 22.0577 16.6395 -0.025 0.026 -0.304
Sr -14.6980 17.4509 18.1072 -0.122 0.513 -0.079
H -12.1377 20.2294 16.0644 0.292 -0.551 -0.066
N -14.4382 14.0218 16.7908 -0.979 -0.207 0.028
H -17.9404 14.4706 20.0039 -0.060 -0.266 -0.394
C -14.5905 13.0697 17.9221 -0.112 -0.252 0.770
H -16.7717 15.5424 20.6707 0.022 0.225 0.036
O -21.2167 17.7088 18.0880 1.285 0.618 0.457
H -14.6664 18.5438 22.5931 -0.434 -0.196 -0.060
C -14.4715 21.1658 19.1099 -1.134 -0.957 1.192
H -13.9057 10.0018 14.6204 -0.124 -0.090 -0.065
H -13.2280 20.5666 20.7846 0.262 -0.163 -0.051
H -13.7380 10.9424 13.0903 -0.057 -0.199 -0.071
H -15.5202 21.1021 18.8196 -0.153 -0.085 0.009
C -20.3901 18.6440 18.4994 3.282 0.823 0.134
H -16.3862 13.7141 16.0487 -0.028 -0.314 0.156
C -14.1746 18.3006 21.6512 0.053 1.266 0.310
H -15.3805 14.4668 14.9399 0.569 0.084 -0.113
C -24.0749 17.6576 16.4418 -3.194 -0.968 -2.516
C -15.3612 13.6674 15.6806 -0.221 0.547 -0.407
O -19.1234 18.6390 18.4748 -3.637 -0.535 -0.009
H -12.7488 20.9441 18.3750 0.795 -0.628 -0.344
H -14.3767 17.2710 21.3559 0.413 -0.110 0.416
C -13.9481 21.0100 16.7550 -0.027 -1.525 0.336
O -24.6779 17.5907 15.3538 1.793 -0.093 3.288
C -16.8742 14.5585 20.2129 -1.252 1.302 1.864
C -15.9425 13.1345 18.6830 1.141 1.009 -2.084
H -13.8136 13.3160 18.6460 0.088 -0.009 0.056
C -14.2707 20.4771 20.4800 -0.259 0.669 0.809
C -21.2416 19.8821 19.0302 1.356 1.964 1.720
O -23.0692 18.3986 16.7141 1.983 1.336 0.075
N -13.6381 20.5321 18.1311 -0.073 -0.354 -0.992
H -14.8497 21.0374 21.2142 -0.067 0.028 0.095
H -12.3500 10.7416 14.1987 -0.105 -0.081 -0.141
H -13.2611 20.5606 14.7806 -0.170 -0.181 -0.187
C -13.4322 10.8539 14.1328 0.157 0.478 0.283
B -22.5908 18.2523 18.1115 -1.071 -0.230 -0.551
C -12.8606 17.9889 14.7746 -0.135 0.460 -1.624
O -25.4096 16.1965 18.0354 3.854 2.990 -1.257
C -24.4338 16.9664 17.7942 -4.358 -3.356 1.129
H -14.2340 22.2286 19.1553 -0.111 0.155 0.582
H -16.0384 12.4158 19.4969 0.459 0.221 0.180
O -13.7249 12.0656 14.8230 -0.645 0.604 0.460
H -15.6488 12.2005 14.0594 -0.099 0.501 -0.218
H -13.2159 18.2744 13.7845 -0.138 0.190 -0.128
O -20.8232 20.8967 19.6380 -1.262 -3.571 -2.316
O -22.4823 19.5628 18.7553 -0.054 0.440 0.343
O -23.5705 17.3468 18.7297 0.611 0.455 -0.532
H -16.6290 13.8556 21.0090 0.245 -0.301 -0.162
H -13.5140 13.8577 16.4179 0.333 -0.030 -0.008
H -15.5746 11.5431 15.6312 0.191 -0.381 0.281
C -13.1848 20.1292 15.7787 0.294 0.749 -0.372
O -14.6762 19.0882 20.5781 -0.324 0.154 -2.363
H -16.7502 12.9118 17.9858 -0.269 0.067 0.051
H -15.0164 20.8895 16.5750 -0.139 0.214 0.101
H -14.4012 12.0412 17.6148 -0.066 -0.117 -0.148
C -15.1224 12.3139 15.0072 0.455 -0.598 0.208
H -13.1400 18.5948 21.8278 0.380 -0.722 -0.204
O -13.6071 18.7431 15.7438 0.222 -0.247 1.244
O -16.0466 14.5091 19.1126 0.561 -0.900 -0.452
H -11.7929 18.2037 14.7318 0.057 0.075 0.699
H -13.0128 16.9096 14.7731 -0.247 0.056 0.908
```
Positions in Å, forces in eV/Å.

* relative energy (zero: lowest compared OMol25 entry of this formula, charge and spin): 6.304 eV
* net charge: +1
* frontier orbital gap: 0.1797 hartree
* LUMO: -5.2 eV

Results of the Mulliken charge analysis, in e, for atoms 1 through 6: 0.40, 1.61, 0.40, -0.14, 0.36, -0.81

Density functional theory data (the ωB97M-V functional and the def2-TZVPD basis) for a molecular structure, C16H30CuN5OSSe.

Geometry as XYZ:
```
55
Properties=species:S:1:pos:R:3:forces:R:3
C -2.4432 -1.4522 -0.1992 -0.223 -0.011 -0.262
C 2.9013 -0.1694 1.6430 -0.090 0.041 -0.039
H -5.6883 -2.3660 -1.0661 0.023 0.005 0.016
H 2.1577 4.2281 -3.5762 -0.001 0.017 0.012
H 3.2833 -2.1045 -1.2273 0.003 0.008 0.045
H 2.5661 -2.8376 2.5591 0.014 -0.023 0.008
C -4.5472 -3.1987 0.5424 0.043 -0.091 0.127
H -0.3598 -0.8303 2.1969 0.034 0.015 0.011
H -1.9040 3.9708 1.6119 0.012 -0.004 -0.038
H -0.2697 3.9982 -2.9553 -0.027 0.006 0.024
N -1.5601 -0.5658 -0.6940 -0.169 0.154 0.110
C 1.8814 3.7683 -2.6284 -0.088 0.018 -0.058
C 2.1664 -2.8470 0.4946 0.121 0.165 0.126
O -0.1978 2.0531 -0.9226 -0.183 -0.367 -0.293
H 1.2470 -3.3954 -1.3238 -0.041 -0.002 -0.046
H -2.1573 4.0013 -1.4776 -0.036 0.015 -0.014
H -5.3183 -3.8821 0.8700 0.020 -0.006 0.019
H 4.0711 0.0125 -0.1329 0.033 0.010 -0.021
H -3.1670 -3.8470 2.0735 -0.018 0.012 -0.015
C -1.6596 4.2368 -0.5363 -0.023 -0.135 0.160
N 0.9434 -3.0623 -0.4044 0.140 -0.037 0.027
H 0.8702 -2.9457 2.2438 0.031 0.029 0.003
Se -2.3782 0.2699 -2.0994 0.265 0.226 0.000
C 3.1144 -0.4237 0.1538 -0.047 -0.134 0.049
C 1.7221 -0.9344 2.2425 0.044 0.006 -0.130
N -3.8246 -0.6541 -1.9264 -0.118 -0.294 0.192
H 0.4779 5.3350 -2.0473 0.028 -0.009 -0.085
C -2.3931 3.6847 0.6800 0.003 0.030 -0.049
N 2.0566 0.2589 -0.6607 0.187 -0.041 0.088
C -4.7605 -2.3771 -0.5088 -0.031 0.097 -0.140
H 2.2905 1.2496 -0.7438 0.005 -0.025 0.034
H 0.3623 -2.2325 -0.5419 -0.072 0.106 -0.048
N 0.4259 -0.2902 1.8377 0.095 -0.091 0.024
H 2.1019 -0.0848 -1.6206 0.003 0.073 -0.020
C 1.7811 -2.4310 1.9185 -0.092 -0.005 -0.049
H -3.4033 4.0918 0.7018 0.017 -0.006 -0.005
H 2.6414 4.0464 -1.8972 -0.019 -0.031 0.014
H -1.3518 -2.3686 1.4659 -0.077 -0.003 -0.074
C -2.2700 -2.3435 0.8862 0.095 -0.113 0.199
C -3.2991 -3.1754 1.2335 0.053 -0.026 0.049
H 0.3700 0.5947 2.3491 -0.017 -0.013 -0.065
Cu 0.1424 0.3079 -0.0746 -0.154 0.263 0.064
H -1.5155 5.3182 -0.4688 -0.023 -0.003 -0.007
H 4.1777 -2.2428 0.2468 0.016 -0.065 0.025
H 2.5910 -3.8472 0.5480 0.012 -0.059 -0.042
H 1.7931 -0.8558 3.3265 -0.053 0.023 0.069
S 0.0019 3.5687 -0.6439 0.073 0.066 0.106
H -2.4771 2.5961 0.6340 0.003 0.044 -0.019
H 1.8845 2.6873 -2.7926 0.009 0.050 0.043
C 3.2122 -1.9236 -0.1482 -0.202 0.024 -0.116
C 0.4963 4.2551 -2.2224 0.160 -0.019 0.036
H 0.3275 -3.7840 -0.0182 0.020 -0.035 0.049
H 2.7940 0.9040 1.8337 0.018 -0.055 0.012
C -3.7140 -1.4907 -0.9043 0.211 0.195 -0.119
H 3.8071 -0.4738 2.1702 0.010 0.005 0.012
```
Positions in Å, forces in eV/Å.

* <S²>: 0.75
* 2S+1: 2
* relative energy (zero: lowest compared OMol25 entry of this formula, charge and spin): 0.000 eV
* net charge: +3
* frontier orbital gap (alpha / beta): 0.2940 / 0.2288 hartree
* LUMO (alpha / beta): -9.6 / -11.4 eV

Results of the Mulliken charge analysis, in e, for atoms 1 through 6: 1.32, -1.50, 0.49, 0.40, 0.44, 0.51